No. 1
{
  "formula": "C20H34N4O3",
  "method": "ωB97M-V/def2-TZVPD",
  "total_charge": 0,
  "relative_energy_kcal_mol": 5.51,
  "smiles": "CCN(C[C@@H](C)NC(=O)c1ccn(C)c1)C(=O)COC[C@@H](C)N1CCCC1",
  "e_homo_ev": -8.4,
  "energy_ha": -1227.246932,
  "gap_ev": 8.97,
  "elements": ["O", "O", "O", "N", "N", "N", "N", "C", "C", "C", "C", "C", "C", "C", "C", "C", "C", "C", "C", "C", "C", "C", "C", "C", "C", "C", "C", "H", "H", "H", "H", "H", "H", "H", "H", "H", "H", "H", "H", "H", "H", "H", "H", "H", "H", "H", "H", "H", "H", "H", "H", "H", "H", "H", "H", "H", "H", "H", "H", "H", "H"],
  "coordinates": [[-0.55925, 0.69238, 1.65176], [0.01142, -1.62034, 2.80788], [-1.90760, -1.27863, -1.49035], [-2.26896, -1.49618, -6.02685], [0.50625, 0.19891, -0.27214], [-1.61559, 0.75023, -2.46574], [-0.11049, -4.29489, 5.29487], [-1.68178, -2.42767, 4.93136], [2.71070, -0.59546, -1.07949], [1.26346, -4.78934, 5.28608], [-2.80009, -2.40085, -4.06514], [-1.86114, -0.61926, -5.06798], [-0.51412, -4.41423, 6.69321], [0.11222, -2.94362, 3.28225], [0.02749, -5.77657, 7.12574], [-2.84964, -2.57953, -5.42087], [0.04947, -0.11173, 0.97228], [0.08278, 1.47875, -0.81503], [-2.17836, -1.14653, -3.83424], [-1.39805, 1.47244, -1.21534], [-1.95215, 2.88377, -1.31087], [0.32441, -1.52824, 1.45338], [1.22660, -6.02497, 6.18717], [1.19607, -0.73605, -1.14988], [-2.17296, -1.28626, -7.45523], [-0.25983, -2.94775, 4.75967], [-1.90129, -0.58428, -2.49518], [-1.93630, 0.93202, -0.43660], [0.43520, -2.26022, 5.27586], [3.01729, 0.41639, -1.34962], [-0.57218, -3.60511, 2.73306], [-1.84704, 3.38744, -0.35134], [-1.34263, 0.28643, -5.33979], [-1.59480, -4.34024, 6.79854], [-1.78853, -1.48518, 4.39791], [1.37347, -1.80142, 1.27705], [-1.41716, 3.47152, -2.06333], [0.31308, -5.77570, 8.17695], [-3.06441, -0.79484, -7.84621], [1.95009, -4.02968, 5.70021], [0.84922, -0.54892, -2.16797], [-3.00949, 2.86754, -1.57715], [0.70431, 1.71279, -1.68148], [-0.73120, -6.54710, 6.99264], [-2.39168, -3.14956, 4.52081], [-0.29977, -2.20623, 0.85336], [1.13385, -3.31113, 3.12896], [-1.92700, -2.25681, 5.97875], [-1.30332, -0.66960, -7.67398], [1.59554, -5.02790, 4.27665], [3.19496, -1.29323, -1.76422], [0.23751, 2.24582, -0.05646], [-3.24465, -3.38894, -6.01228], [3.07453, -0.79404, -0.07018], [-0.05675, -3.61056, 7.29761], [-3.15393, -3.07571, -3.30480], [0.88301, -1.75316, -0.92198], [-2.04890, -2.24462, -7.95556], [1.06987, -6.92430, 5.59240], [2.16344, -6.15019, 6.72890], [-1.83083, 1.28856, -3.28812]],
  "forces_ev_per_angstrom": [[-0.07, 0.03, 0.03], [-0.02, 0.04, 0.03], [0.01, 0.02, -0.03], [0.03, 0.04, 0.11], [0.03, 0.01, -0.13], [0.00, 0.01, 0.08], [-0.02, -0.04, 0.03], [0.04, -0.02, -0.01], [-0.01, 0.00, 0.01], [0.01, -0.05, -0.01], [-0.01, -0.01, -0.08], [-0.02, -0.02, -0.03], [-0.01, -0.03, 0.00], [-0.02, -0.01, 0.04], [0.00, 0.00, 0.01], [-0.02, -0.04, 0.05], [0.10, -0.01, -0.04], [-0.09, 0.01, 0.13], [0.02, -0.02, -0.04], [-0.01, -0.01, 0.12], [0.04, -0.02, -0.15], [-0.01, 0.02, -0.05], [0.01, -0.01, 0.00], [-0.03, -0.02, -0.02], [0.02, 0.00, -0.03], [-0.02, 0.03, -0.05], [-0.01, -0.01, 0.00], [0.00, 0.00, 0.00], [0.00, 0.02, 0.02], [0.00, 0.00, 0.00], [-0.01, -0.02, 0.00], [0.00, 0.00, 0.00], [-0.01, 0.00, -0.01], [0.00, 0.01, 0.01], [-0.01, 0.00, 0.00], [0.02, 0.00, -0.01], [0.01, 0.01, 0.00], [-0.01, 0.00, 0.01], [-0.01, 0.00, 0.01], [0.01, 0.01, -0.01], [0.01, -0.01, 0.01], [0.00, 0.00, 0.01], [0.02, 0.01, 0.00], [0.00, 0.01, -0.01], [-0.01, 0.00, 0.00], [-0.02, -0.02, -0.02], [0.01, -0.01, 0.01], [0.01, 0.00, 0.00], [-0.01, 0.00, 0.00], [0.01, 0.01, 0.02], [0.01, 0.00, 0.00], [0.01, 0.01, 0.00], [0.00, 0.00, 0.01], [0.00, 0.00, -0.01], [0.00, 0.01, 0.01], [-0.01, 0.01, 0.00], [0.01, -0.01, 0.00], [0.00, 0.00, 0.00], [0.00, 0.01, 0.00], [0.00, 0.00, 0.00], [0.02, 0.00, 0.00]]
}

=====

No. 2
{
  "formula": "C20H34PRe",
  "method": "ωB97M-V/def2-TZVPD",
  "total_charge": 1,
  "e_homo_ev": [-9.3, -11.1],
  "energy_ha": -1201.697742,
  "gap_ev": [7.04, 6.56],
  "multiplicity": 4,
  "elements": ["Re", "P", "C", "C", "C", "C", "C", "C", "C", "C", "C", "C", "C", "C", "C", "C", "C", "C", "C", "C", "C", "C", "H", "H", "H", "H", "H", "H", "H", "H", "H", "H", "H", "H", "H", "H", "H", "H", "H", "H", "H", "H", "H", "H", "H", "H", "H", "H", "H", "H", "H", "H", "H", "H", "H", "H"],
  "coordinates": [[-0.07341, -0.04623, -0.89939], [-0.99333, 1.51200, 2.40307], [1.67510, 0.04025, 0.65269], [-1.00694, -1.50115, 0.50007], [-0.31925, 0.60236, -3.71468], [0.23364, 1.99342, -3.80330], [-2.11819, -0.60217, -1.31105], [-0.80610, 0.21542, 4.98506], [-2.01210, -0.57264, 0.10047], [0.33537, 2.60061, 3.12522], [1.65619, 1.38714, -1.22715], [1.92099, 0.00650, -1.67381], [-1.16849, -1.56982, -1.82592], [-3.79472, 1.67580, 2.52346], [1.53002, 1.37876, 0.16912], [0.01182, 3.41833, 4.37136], [-0.87696, -0.00144, 3.48177], [0.44761, -0.38938, -4.57984], [1.92962, -0.80822, -0.47578], [-2.52067, 2.33197, 3.02058], [-0.49273, -2.12644, -0.68873], [-1.79916, 0.57370, -4.02282], [-0.27503, 2.66939, -3.10097], [-0.21444, 2.81288, 5.25697], [2.10382, -0.32299, -2.67970], [-3.85892, 1.68865, 1.41598], [1.69698, -0.26343, 1.70559], [-2.47423, 3.35086, 2.65139], [-2.33821, 1.31864, -3.42608], [1.55777, 2.26170, -1.85648], [-1.63294, 0.81587, 5.35581], [1.53131, -0.34204, -4.42420], [1.22588, 1.97617, 3.28878], [-1.93865, 0.83193, -5.08797], [-0.87039, -0.76950, 5.44519], [0.00197, -0.56116, 3.11803], [-2.79507, 0.03197, -1.91074], [0.57656, 3.29898, 2.31176], [-2.64364, -0.00126, 0.78993], [-2.51363, 2.36063, 4.11104], [-0.81053, 4.12534, 4.19296], [0.04314, 2.36502, -4.82377], [-2.23974, -0.42213, -3.87510], [-1.02055, -1.87234, -2.86277], [2.17894, -1.85217, -0.42649], [0.25896, -0.11483, -5.63277], [-3.92542, 0.65226, 2.86459], [-4.64342, 2.26799, 2.89713], [0.92187, 4.00596, 4.58655], [1.32282, 2.02248, -3.65623], [-1.75649, -0.64949, 3.27732], [0.10248, -1.42179, -4.44723], [0.22059, -2.94007, -0.71900], [0.14934, 0.67103, 5.30365], [1.39338, 2.25420, 0.80444], [-0.78201, -1.78239, 1.52798]],
  "forces_ev_per_angstrom": [[1.48, 1.17, 4.77], [0.13, 0.07, 0.26], [0.26, 0.40, -0.39], [-0.82, -0.32, -0.15], [-0.02, 0.03, -2.66], [0.15, -0.04, 0.16], [-1.10, 0.27, -0.75], [0.62, -0.26, 0.14], [-1.00, -0.82, 0.50], [-0.33, -0.16, -0.26], [0.42, -0.84, -0.84], [0.62, 0.91, 0.21], [-0.72, -0.83, -1.03], [-0.57, 0.53, -0.51], [0.21, -0.30, 0.66], [0.51, 0.41, 0.16], [-0.34, -0.01, -0.35], [-0.23, 0.27, 0.27], [0.71, 0.88, -0.45], [0.31, -0.43, 0.08], [-0.76, -0.60, 0.00], [0.11, -0.13, 0.17], [0.22, 0.01, -0.16], [0.00, 0.19, -0.32], [0.35, 0.06, 0.16], [0.04, 0.00, 0.54], [-0.27, 0.13, -0.64], [-0.01, 0.28, 0.02], [-0.05, -0.12, -0.19], [0.24, -0.26, 0.34], [-0.01, 0.04, 0.03], [-0.25, -0.07, -0.18], [-0.14, 0.10, -0.06], [0.00, 0.00, 0.23], [0.01, 0.05, 0.31], [-0.23, 0.14, 0.26], [0.49, -0.74, 0.66], [0.09, -0.04, 0.22], [0.56, -0.16, -0.56], [-0.03, 0.15, -0.01], [0.26, -0.25, 0.11], [-0.02, 0.06, 0.15], [0.02, 0.37, -0.19], [-0.30, 0.00, 0.58], [-0.03, -0.05, -0.04], [0.12, -0.17, 0.14], [0.05, -0.13, 0.10], [0.09, -0.35, -0.17], [-0.48, -0.07, 0.17], [-0.41, 0.08, -0.22], [0.38, 0.37, -0.10], [0.16, 0.16, -0.10], [-0.07, 0.26, -0.01], [-0.49, -0.18, -0.17], [-0.17, -0.42, -0.39], [0.20, 0.35, -0.47]]
}

=====

No. 3
{
  "formula": "C20H35BBrCl4F5LiNNa2O9",
  "method": "ωB97M-V/def2-TZVPD",
  "total_charge": 0,
  "e_homo_ev": -5.7,
  "energy_ha": -6785.832057,
  "gap_ev": 1.01,
  "elements": ["Br", "Cl", "Cl", "Cl", "Cl", "Na", "Na", "F", "F", "F", "F", "F", "O", "O", "O", "O", "O", "O", "O", "O", "O", "N", "C", "C", "C", "C", "C", "C", "C", "C", "C", "C", "C", "C", "C", "C", "C", "C", "C", "C", "C", "C", "B", "Li", "H", "H", "H", "H", "H", "H", "H", "H", "H", "H", "H", "H", "H", "H", "H", "H", "H", "H", "H", "H", "H", "H", "H", "H", "H", "H", "H", "H", "H", "H", "H", "H", "H", "H", "H"],
  "coordinates": [[-7.42700, 2.39090, -1.87400], [1.13474, -4.98507, -6.47885], [2.70051, -3.60526, -4.48386], [1.14382, -2.10624, -6.41196], [-0.19522, -3.59857, -4.30888], [0.27255, 4.82995, -0.73172], [-4.07967, 6.85578, 3.25347], [-6.47130, -0.38005, -1.65488], [-2.56803, -1.78017, -0.11105], [-3.73022, -0.57456, -1.43055], [2.07537, -4.87664, -8.72490], [-2.99424, -2.51628, -2.07985], [0.55911, 2.58464, 1.96061], [2.49883, 1.87663, -1.83007], [3.20457, 0.10910, -3.37960], [-0.74020, 4.81655, 1.04782], [-3.55641, 4.88984, 4.85224], [3.89279, 0.72698, 1.53393], [-1.55075, -0.83322, -1.73996], [-2.21388, 2.75617, 5.77203], [-0.13525, 1.53283, -2.92177], [-2.33071, 2.21718, -1.45955], [0.67809, -4.71217, 2.82723], [-1.34968, 0.97446, -3.42623], [-0.79204, 2.60122, 3.89018], [1.83111, -3.77448, 2.47125], [-0.43764, 3.13416, 2.70309], [-1.43032, -0.55865, -3.14180], [-2.70324, -1.41336, -1.39975], [0.95266, 1.38940, -3.88500], [4.80498, 1.34007, 0.62126], [-2.54135, 4.36235, 4.11836], [1.19627, -3.58513, -5.42963], [-2.56935, 1.82953, -2.84709], [0.33554, -1.07799, 1.92144], [-1.10625, 4.32800, 2.15817], [1.92199, -2.50314, 3.31837], [-2.18164, 4.89512, 2.93266], [2.85206, -1.05132, -2.56311], [0.76507, -5.26604, 4.24508], [0.67292, -1.62280, 3.30418], [-1.85919, 3.19031, 4.67806], [2.29228, 1.09724, -3.01104], [-5.07389, 1.45010, -3.25953], [2.77544, -1.91379, 2.96647], [-2.23453, -0.96431, -3.78364], [-2.68286, 5.75783, 2.52096], [-1.41838, 1.08388, -4.53429], [0.75854, 0.52890, -4.56524], [0.70543, -4.47284, 4.99314], [1.74895, -3.50307, 1.41467], [0.62557, 3.13353, 1.17273], [-0.54124, -0.42744, 1.97474], [-3.61096, 4.32910, 5.65381], [-1.69333, 2.99402, -1.52915], [0.10733, -1.87884, 1.21657], [2.80467, -0.70500, -1.50548], [-2.56848, 2.77271, -3.44493], [3.59348, -1.85588, -2.68316], [-1.80901, 1.50065, -0.95908], [-0.28271, -4.20920, 2.68753], [1.83351, -1.41425, -2.83041], [2.77556, -4.32000, 2.56712], [4.26004, 1.69576, -0.25893], [3.24860, 1.39236, 1.78974], [5.54492, 0.60291, 0.31821], [0.68874, -5.55211, 2.12689], [-0.18601, -2.16973, 3.70264], [-0.05982, -5.95611, 4.43308], [1.08460, 2.29715, -4.51558], [-0.44319, -0.96701, -3.44740], [1.95251, 1.42822, -1.16618], [0.83837, -0.77798, 3.98136], [5.30971, 2.17848, 1.11026], [1.16800, -0.49152, 1.52112], [-3.58906, 1.38214, -2.99800], [1.70003, -5.81114, 4.39495], [-0.30302, 1.72632, 4.29627], [2.15085, -2.77109, 4.35440]],
  "forces_ev_per_angstrom": [[0.92, -0.13, -0.44], [0.09, 0.74, 0.48], [-0.04, -0.13, -0.14], [-0.03, 0.09, 0.16], [-0.07, 0.16, 0.23], [0.25, 0.02, -0.61], [-0.51, -0.08, 0.57], [0.53, 0.75, -0.65], [0.11, -0.01, -0.04], [-0.29, 0.17, -0.67], [0.09, -0.07, -0.35], [-0.03, 0.20, -0.54], [-0.20, 0.20, 0.15], [-0.65, -0.79, -0.56], [-1.19, 0.48, 0.62], [0.08, -0.21, 0.22], [0.31, 0.04, -0.33], [0.03, -0.15, -0.11], [0.26, 0.22, -1.05], [-0.43, 0.33, 0.21], [-0.40, 0.18, -0.85], [-0.32, 0.02, -0.11], [0.13, -0.10, 0.03], [-1.59, -0.46, -0.20], [-0.28, 0.20, 0.17], [-0.06, 0.06, -0.08], [-0.14, 0.23, -0.13], [1.08, 1.40, -0.84], [-0.35, -0.75, 2.25], [0.74, -0.60, 0.24], [-0.37, 0.26, 0.13], [-0.31, 0.06, 0.25], [-0.08, -0.99, -0.50], [1.30, 0.48, -0.48], [-0.14, 0.06, 0.02], [-0.30, -0.09, 0.32], [0.07, -0.03, 0.11], [0.66, -0.24, -0.43], [-0.37, 0.44, 0.62], [-0.16, 0.00, -0.02], [0.11, 0.06, -0.06], [0.48, -0.52, -0.12], [0.64, 0.04, -0.60], [-2.82, -0.39, 1.00], [-0.04, 0.02, 0.00], [0.35, -0.21, 0.64], [0.44, -0.19, -0.53], [0.32, -0.11, 0.57], [0.16, 0.55, 0.39], [0.03, -0.03, 0.01], [0.02, 0.01, 0.00], [0.05, 0.00, -0.07], [-0.01, -0.02, -0.09], [-0.03, -0.05, 0.06], [0.05, 0.19, 0.20], [-0.01, 0.04, -0.02], [0.27, -0.55, -0.38], [-0.16, -0.61, 0.36], [-0.37, 0.63, -0.02], [-0.37, -0.16, -0.10], [0.01, 0.02, -0.03], [0.74, -0.01, -0.02], [-0.02, 0.00, 0.00], [0.32, -0.02, -0.03], [-0.04, -0.05, 0.12], [-0.08, -0.04, 0.07], [-0.04, 0.06, -0.03], [0.02, -0.01, 0.00], [0.05, 0.00, 0.05], [-0.33, -0.37, 0.32], [-0.86, -0.06, 0.00], [0.10, 0.26, 0.24], [0.00, -0.04, 0.05], [0.15, -0.01, -0.13], [0.04, -0.06, 0.00], [2.49, -0.32, 0.51], [0.00, 0.04, 0.02], [0.02, -0.01, -0.05], [0.00, -0.02, -0.02]]
}